ORCA calculation (the ωB97M-V functional and the def2-TZVPD basis) on C44H60N7O4PSc as an isolated structure.

Relative energy (zero: lowest compared OMol25 entry of this formula, charge and spin): 75.5 kJ/mol
HOMO: -9.2 eV
Max |F|: 0.98 eV/A
Electronic energy: -3498.98230 Ha
Total charge: +1
Kohn-Sham gap: 6.2 eV

Element x y z (Å)
Sc1 0.670698 -0.176166 0.234546
C1 -6.623016 -0.289509 0.092307
O1 -6.603383 -1.662370 -0.269493
C2 -5.783381 -2.488537 0.419023
C3 -4.870380 -2.064709 1.385185
C4 -4.088042 -2.992093 2.050643
C5 -4.215771 -4.354347 1.785015
C6 -5.149990 -4.768936 0.833554
C7 -5.906479 -3.852954 0.139329
N1 -3.578522 -5.413026 2.494492
N2 -2.475398 -5.312218 3.036027
C8 -1.627248 -4.197314 2.794237
C9 -1.157622 -3.445620 3.839861
C10 -0.389459 -2.288375 3.617138
C11 -0.048765 -1.899818 2.339589
O2 0.611846 -0.789934 2.050229
C12 -0.376892 -2.774305 1.256297
N3 0.131995 -2.440917 0.031135
C13 -0.098976 -3.252142 -0.980925
C14 -0.856725 -4.424697 -0.856593
C15 -1.401270 -4.747203 0.358681
C16 -1.169247 -3.915906 1.475611
H1 -7.343537 0.182687 -0.570797
H2 -5.643386 0.171633 -0.043916
H3 -6.949531 -0.167574 1.128392
H4 -4.764966 -1.019976 1.630183
H5 -3.418878 -2.637310 2.820290
H6 -5.267123 -5.829408 0.656790
H7 -6.632159 -4.165608 -0.596915
H8 -1.453686 -3.716063 4.844363
H9 -0.085473 -1.666064 4.447694
H10 0.325494 -2.966456 -1.937878
H11 -1.006423 -5.053940 -1.720614
H12 -1.987703 -5.648685 0.473147
C17 2.220499 6.274413 -3.395396
C18 1.843826 4.825263 -3.338158
C19 2.726334 3.874319 -2.831356
C20 2.364769 2.547713 -2.696136
C21 3.372995 1.550647 -2.203283
C22 1.071360 2.156417 -3.095084
C23 0.537266 0.858059 -2.784667
O3 0.889173 0.132522 -1.846824
C24 0.209190 3.077221 -3.738002
C25 -1.133889 2.687520 -4.288823
C26 0.606615 4.401478 -3.813757
H13 3.236635 6.436452 -3.042960
H14 1.542727 6.862053 -2.773981
H15 2.139657 6.656660 -4.412728
H16 3.719871 4.182351 -2.531535
H17 4.367322 1.993912 -2.217772
H18 3.386622 0.659992 -2.831650
H19 3.145624 1.225873 -1.186656
H20 -0.284973 0.492061 -3.413864
H21 -1.835435 2.443526 -3.491081
H22 -1.067865 1.816568 -4.940857
H23 -1.548325 3.507494 -4.870825
H24 -0.062423 5.124013 -4.263684
C27 -5.016486 2.675779 -2.160321
C28 -3.983592 1.645790 -1.787811
C29 -4.091527 0.340789 -2.245293
C30 -3.125008 -0.592324 -1.880585
C31 -3.210276 -2.017219 -2.357986
C32 -2.088722 -0.191156 -1.059372
C33 -1.925434 1.122628 -0.555728
C34 -2.914899 2.032163 -0.983124
N4 -0.816243 1.345913 0.239695
C35 -0.532655 2.562910 1.038070
C36 -0.372997 2.157033 2.514364
C37 0.797409 3.143437 0.522924
C38 -1.563772 3.697644 1.039388
H25 -5.791340 2.249303 -2.794356
H26 -4.560412 3.510657 -2.694663
H27 -5.491981 3.084737 -1.267631
H28 -4.917995 0.047817 -2.879595
H29 -4.080105 -2.162392 -2.995825
H30 -3.292210 -2.705773 -1.514637
H31 -2.322494 -2.294448 -2.929832
H32 -1.363446 -0.947066 -0.777562
H33 -2.882672 3.069915 -0.710094
H34 0.339294 1.343336 2.651739
H35 -1.331965 1.813516 2.905226
H36 -0.041373 3.009459 3.108292
H37 1.561807 2.361382 0.405814
H38 1.195339 3.893177 1.208850
H39 0.657249 3.608081 -0.454287
H40 -2.559500 3.334350 1.283999
H41 -1.593146 4.240697 0.095943
H42 -1.275617 4.407575 1.814272
C39 3.482415 1.592524 2.762318
N5 4.444635 0.680939 2.160062
C40 5.766643 0.733336 2.768269
P1 3.959194 -0.573798 1.216862
O4 2.777772 -0.122762 0.378219
N6 5.269159 -0.946776 0.292414
C41 5.921204 0.091940 -0.490677
C42 5.955746 -2.224803 0.255309
N7 3.560768 -1.888579 2.122678
C43 2.994914 -3.078198 1.500147
C44 4.138319 -2.138940 3.433493
H43 3.447376 1.457041 3.846667
H44 2.488320 1.411542 2.363785
H45 3.764869 2.626789 2.551694
H46 5.703369 0.623454 3.854115
H47 6.237708 1.695797 2.554726
H48 6.400969 -0.057312 2.375612
H49 5.395094 1.036379 -0.376957
H50 5.937788 -0.175307 -1.549579
H51 6.953292 0.226611 -0.154791
H52 5.499530 -2.932148 0.934904
H53 7.002574 -2.096824 0.546123
H54 5.933155 -2.646654 -0.752413
H55 2.702420 -2.868473 0.471564
H56 2.112390 -3.401233 2.056913
H57 3.710896 -3.904944 1.498902
H58 4.381376 -1.205964 3.929928
H59 5.038778 -2.760181 3.377214
H60 3.399893 -2.659829 4.045065

Cartesian forces, eV/Å:
Sc 0.05 0.55 -0.80
C -0.01 0.03 0.08
O 0.10 -0.12 -0.03
C -0.02 -0.01 0.02
C -0.10 0.01 -0.14
C -0.08 -0.06 0.13
C -0.03 0.18 -0.28
C 0.11 0.01 0.00
C -0.01 0.15 -0.02
N -0.49 -0.07 0.17
N 0.54 -0.34 0.07
C 0.21 0.33 0.04
C -0.13 -0.12 -0.18
C 0.03 0.12 -0.15
C -0.10 -0.21 0.26
O -0.03 -0.50 0.81
C -0.10 0.01 0.37
N -0.17 0.13 0.10
C 0.06 0.06 -0.05
C 0.03 -0.01 0.07
C 0.03 0.04 -0.05
C 0.12 -0.15 -0.15
H 0.03 -0.01 0.01
H 0.00 0.01 -0.03
H 0.00 -0.01 -0.01
H -0.01 0.08 0.01
H -0.02 0.02 -0.03
H -0.04 -0.04 0.02
H -0.04 -0.02 -0.04
H 0.00 0.00 0.05
H 0.00 0.02 0.02
H -0.05 0.02 0.01
H 0.00 -0.03 -0.03
H -0.02 -0.02 -0.01
C 0.00 0.00 -0.01
C 0.03 -0.08 0.01
C -0.05 0.03 0.00
C 0.10 -0.06 0.00
C -0.06 0.18 0.15
C -0.04 0.10 -0.02
C -0.32 -0.22 -0.25
O 0.37 0.05 -0.42
C 0.02 0.06 0.09
C -0.03 -0.07 0.02
C 0.00 -0.06 -0.03
H 0.01 0.02 0.00
H 0.01 0.01 0.00
H 0.00 0.01 -0.03
H 0.05 0.01 0.01
H -0.01 0.04 -0.04
H -0.01 -0.05 0.02
H 0.12 0.06 -0.21
H -0.04 0.05 0.12
H -0.08 -0.02 0.08
H 0.00 0.00 -0.05
H -0.01 0.01 0.00
H -0.03 0.03 -0.02
C 0.02 -0.01 0.00
C 0.06 -0.03 -0.07
C 0.06 0.00 0.00
C 0.00 0.04 -0.08
C -0.03 0.01 0.05
C 0.14 0.11 0.18
C -0.08 0.01 -0.09
C 0.00 0.04 -0.04
N 0.15 -0.14 0.06
C 0.13 0.06 0.03
C 0.04 -0.08 -0.11
C -0.10 -0.05 0.04
C 0.08 -0.03 0.01
H -0.02 0.00 -0.02
H -0.01 0.03 -0.02
H -0.03 0.02 0.01
H -0.06 -0.02 -0.01
H -0.02 -0.01 -0.01
H -0.01 -0.03 0.02
H 0.02 -0.03 -0.02
H -0.21 -0.13 0.01
H 0.01 -0.01 0.00
H -0.06 0.06 0.01
H -0.01 -0.04 0.02
H 0.00 0.04 0.03
H 0.02 0.08 0.06
H 0.04 0.04 0.01
H 0.01 -0.05 -0.07
H -0.01 0.02 0.05
H -0.01 0.00 -0.01
H 0.04 0.06 0.01
C -0.06 0.04 0.01
N -0.13 -0.29 0.04
C 0.06 0.10 -0.10
P 0.27 -0.08 0.15
O -0.19 -0.11 0.16
N -0.17 0.12 0.18
C -0.03 0.02 -0.05
C 0.05 0.01 -0.01
N 0.25 0.09 -0.27
C -0.13 0.00 -0.01
C -0.06 0.01 0.04
H -0.02 -0.01 0.01
H 0.04 0.04 0.03
H -0.02 0.00 0.01
H 0.00 -0.02 0.00
H 0.00 0.00 0.00
H 0.03 -0.02 -0.01
H 0.02 0.00 0.00
H -0.02 0.01 -0.01
H 0.01 0.00 0.01
H -0.04 -0.07 0.08
H 0.00 0.00 0.00
H 0.00 0.00 0.00
H 0.01 -0.03 0.05
H 0.02 0.01 -0.03
H 0.03 0.00 -0.02
H 0.03 0.07 0.04
H 0.01 -0.01 0.01
H 0.00 0.00 0.01

Atom charges from the Löwdin analysis, given in e for atoms 1 to 5: 1.0402, -0.0641, -0.0696, -0.2803, 0.0029

---

ORCA calculation (the ωB97M-V functional and the def2-TZVPD basis) on C44H61AsN5P2RuS2Si4 as an isolated structure.

HOMO (spin up / spin down): -1.4 / -1.5 eV
Max |F|: 2.06 eV/A
Electronic energy: -6954.98035 Ha
Multiplicity: 2
Total charge: -2
Kohn-Sham gap (spin up / spin down): 5.5 / 5.6 eV
<S²>: 0.764

Element x y z (Å)
Ru1 0.471911 0.758512 -0.000410
C1 2.062560 0.407440 4.139664
Si1 0.683968 -0.761028 3.614240
C2 -0.430137 -0.850674 5.161629
C3 1.521952 -2.444646 3.459756
N1 -0.150674 -0.492899 2.152882
P1 -1.495646 0.150326 1.602781
C4 -1.648155 -0.074076 -0.045454
P2 -1.588277 0.153499 -1.701092
N2 -0.187697 0.085073 -2.416809
Si2 0.954364 0.406232 -3.634790
C5 2.658356 1.086108 -3.204474
C6 0.297381 1.538820 -5.008534
C7 1.330585 -1.243963 -4.491644
C8 -2.547572 -1.241708 -2.472550
C9 -3.930452 -1.347585 -2.330216
C10 -4.631580 -2.399424 -2.900693
C11 -3.956194 -3.367507 -3.634382
C12 -2.579468 -3.275417 -3.780135
C13 -1.882521 -2.222762 -3.198540
C14 -2.715603 1.507732 -2.235788
C15 -2.772279 1.908570 -3.566182
C16 -3.679625 2.870948 -3.978986
C17 -4.559669 3.436656 -3.064017
C18 -4.534683 3.018773 -1.742184
C19 -3.620936 2.055530 -1.335647
C20 -2.930798 -0.793245 2.334880
C21 -4.230625 -0.296879 2.232971
C22 -5.322222 -1.053100 2.628840
C23 -5.134436 -2.332852 3.139197
C24 -3.848755 -2.839760 3.249014
C25 -2.762026 -2.073359 2.846098
C26 -1.944943 1.797953 2.285397
C27 -2.077780 2.919482 1.478106
C28 -2.430036 4.148274 2.018489
C29 -2.654502 4.268859 3.381274
C30 -2.536630 3.149868 4.197260
C31 -2.192932 1.923783 3.649585
H1 2.508784 -0.015503 5.046822
H2 1.716184 1.417136 4.359787
H3 2.834008 0.472587 3.369956
H4 0.047589 -1.516696 5.887360
H5 -1.433705 -1.230121 4.972618
H6 -0.523325 0.129530 5.635300
H7 2.109289 -2.695674 4.347089
H8 2.195441 -2.394797 2.602222
H9 0.802760 -3.250024 3.286238
H10 2.679997 1.718202 -2.320580
H11 3.007177 1.672822 -4.060630
H12 3.354512 0.264073 -3.032844
H13 -0.085711 2.481045 -4.612691
H14 -0.489662 1.060635 -5.596585
H15 1.122475 1.769385 -5.688772
H16 1.563216 -1.992340 -3.730077
H17 2.192325 -1.155475 -5.159660
H18 0.483728 -1.605609 -5.079324
H19 -4.467506 -0.595673 -1.761510
H20 -5.707618 -2.457968 -2.782439
H21 -4.501253 -4.188358 -4.086706
H22 -2.039144 -4.028115 -4.343404
H23 -0.810340 -2.146093 -3.304863
H24 -2.098851 1.463809 -4.283779
H25 -3.697071 3.186250 -5.015755
H26 -5.260030 4.199607 -3.382785
H27 -5.223094 3.444718 -1.021546
H28 -3.598097 1.713907 -0.308260
H29 -4.388840 0.702625 1.841816
H30 -6.322573 -0.645174 2.540391
H31 -5.985664 -2.927742 3.448752
H32 -3.688076 -3.835047 3.647796
H33 -1.757150 -2.467885 2.931069
H34 -1.871553 2.835569 0.418113
H35 -2.501121 5.014847 1.371582
H36 -2.909380 5.230774 3.809107
H37 -2.707714 3.232118 5.264380
H38 -2.109698 1.057604 4.294642
S1 0.278741 2.612124 -1.315484
C32 0.530706 3.972848 -0.268915
C33 0.298042 5.271778 -0.790339
N3 0.108305 6.322053 -1.226780
C34 0.933581 3.766318 1.021364
S2 1.181392 2.165023 1.609978
C35 1.190651 4.840201 1.915727
N4 1.407141 5.702638 2.649024
C36 3.203108 -3.766721 0.175110
Si3 3.990976 -2.107206 -0.276504
C37 5.573243 -2.110245 0.780336
C38 4.521652 -2.332071 -2.084537
As1 2.865814 -0.138431 0.176529
Si4 4.626486 1.363016 0.285868
C39 5.944843 1.036815 -1.048760
C40 5.524161 1.352035 1.961573
C41 4.138250 3.161594 -0.011767
H39 4.022562 -4.488346 0.262888
H40 2.517678 -4.101717 -0.598736
H41 2.661101 -3.746655 1.119473
H42 6.188638 -2.954643 0.450381
H43 5.312855 -2.263647 1.829649
H44 6.176608 -1.207122 0.718355
H45 5.001698 -3.305379 -2.230771
H46 5.211549 -1.551511 -2.408551
H47 3.640550 -2.283876 -2.726788
H48 6.403843 0.050236 -0.983872
H49 6.738812 1.785381 -0.954757
H50 5.497092 1.132737 -2.039514
H51 5.511911 0.368025 2.429415
H52 5.022050 2.043021 2.642736
H53 6.565047 1.672206 1.852968
H54 3.501876 3.285302 -0.889624
H55 5.054072 3.741037 -0.165901
H56 3.608924 3.578394 0.842783
C42 -2.015757 -4.720741 -0.262494
C43 -1.325370 -3.488298 0.314518
C44 -0.191285 -3.035484 -0.477163
N5 0.681699 -2.625536 -1.098670
H57 -2.877727 -4.976379 0.355028
H58 -1.340844 -5.577859 -0.288359
H59 -2.366568 -4.526796 -1.274787
H60 -0.956861 -3.679317 1.323896
H61 -2.005759 -2.635277 0.373102

Cartesian forces, eV/Å:
Ru 0.14 -0.02 -0.42
C -0.05 -0.06 -0.06
Si -0.02 -0.23 -0.07
C 0.07 0.03 -0.06
C -0.04 0.10 0.02
N 0.08 0.19 0.09
P -0.81 -1.01 0.20
C 1.28 1.62 -0.03
P -0.91 -1.17 -0.46
N 0.39 0.52 0.69
Si -0.17 -0.48 -0.27
C -0.10 0.01 0.08
C 0.08 0.00 0.07
C 0.03 0.12 0.00
C -0.15 0.06 0.16
C -0.03 -0.01 0.12
C -0.02 0.00 -0.01
C 0.01 -0.02 -0.01
C -0.01 -0.03 0.01
C 0.00 0.06 -0.08
C 0.08 0.05 0.01
C 0.01 0.00 -0.03
C -0.03 0.03 0.01
C 0.01 0.01 -0.02
C -0.03 0.01 0.01
C 0.00 -0.05 0.00
C -0.05 0.05 -0.13
C 0.00 0.03 -0.01
C -0.02 -0.02 0.01
C -0.01 0.01 -0.01
C -0.01 -0.03 0.01
C 0.05 0.02 0.11
C 0.04 0.01 -0.08
C 0.02 -0.01 -0.05
C 0.00 0.04 -0.02
C -0.01 -0.02 0.03
C -0.01 0.02 0.00
C 0.04 0.01 0.06
H 0.02 -0.01 0.02
H -0.04 0.00 0.02
H 0.00 -0.01 0.00
H 0.01 0.00 0.02
H -0.04 -0.04 -0.02
H 0.01 0.03 -0.01
H 0.02 0.00 0.03
H 0.00 0.01 0.01
H -0.03 -0.02 -0.03
H -0.03 0.00 -0.04
H 0.03 -0.02 -0.04
H 0.01 -0.02 0.01
H 0.02 0.03 0.01
H -0.03 -0.03 0.00
H 0.00 0.00 -0.03
H -0.01 -0.02 0.02
H 0.03 0.01 -0.02
H -0.04 -0.01 -0.02
H 0.00 0.01 0.00
H 0.00 -0.01 0.01
H 0.00 0.00 0.00
H -0.01 0.00 -0.01
H 0.03 -0.01 0.03
H 0.02 0.00 0.00
H 0.00 0.00 0.00
H -0.01 0.00 0.00
H 0.00 0.01 0.00
H 0.00 0.00 -0.02
H 0.01 0.01 -0.01
H 0.00 0.00 0.00
H -0.01 0.00 0.00
H 0.00 -0.01 0.01
H 0.00 0.03 0.03
H 0.03 -0.01 0.04
H 0.00 0.01 0.00
H 0.00 0.01 0.00
H 0.00 0.01 0.00
H 0.00 -0.02 -0.01
S 0.01 0.24 -0.23
C 0.11 -0.43 0.54
C -0.02 0.31 -0.11
N -0.02 -0.01 0.00
C -0.22 -0.20 -0.62
S -0.05 0.14 0.48
C 0.08 0.27 0.15
N -0.01 -0.02 0.01
C 0.02 0.11 0.02
Si 0.08 0.05 -0.27
C -0.08 -0.05 -0.10
C -0.03 0.00 0.13
As 0.10 0.00 0.48
Si 0.08 -0.01 -0.14
C -0.03 0.02 0.11
C -0.05 0.00 -0.07
C -0.01 -0.13 0.00
H 0.01 -0.03 0.01
H 0.02 -0.01 -0.04
H 0.00 0.00 0.02
H 0.04 -0.02 0.04
H -0.03 -0.02 0.03
H -0.01 0.03 -0.02
H 0.02 -0.02 -0.01
H 0.02 0.04 0.01
H -0.03 -0.02 -0.01
H -0.01 -0.02 0.00
H 0.02 0.02 -0.02
H -0.03 0.02 -0.03
H 0.01 -0.05 -0.03
H -0.03 0.01 0.02
H 0.02 0.04 0.01
H -0.01 -0.02 -0.02
H 0.01 0.03 -0.01
H 0.02 0.02 0.03
C 0.00 -0.01 -0.01
C 0.00 -0.03 0.05
C 0.02 0.19 -0.03
N 0.11 -0.23 -0.18
H 0.00 0.00 0.01
H 0.00 0.01 0.00
H -0.02 0.02 -0.03
H -0.02 0.01 -0.01
H 0.01 -0.02 -0.01

Atom charges from the Löwdin analysis, given in e for atoms 1 to 5: 0.4396, -0.2336, 0.2752, -0.1879, -0.1866